Computed, not measured: one molecule with the formula CClNO4 in a non-equilibrium geometry, with ωB97M-V with the def2-TZVPD basis set.

Values from the calculation:
Kohn-Sham gap ... 10.187 eV
SMILES ... O=C(OCl)[N+](=O)[O-]
LUMO level ... -1.6 eV
Relative energy (zero: lowest compared OMol25 entry of this formula, charge and spin) ... 2.490 eV

Geometry as ORCA input:
```
! wB97M-V def2-TZVPD RIJCOSX def2/J DEFGRID3
* xyz 0 1
Cl 0.520 -1.685 -2.203
O 1.284 0.653 -0.664
O -1.270 -0.231 1.492
O -0.229 -1.107 -0.767
O -0.126 1.641 1.427
N -0.491 0.556 0.985
C 0.313 0.174 -0.271
*
```